[1]
{
  "formula": "CH4ClOPS",
  "method": "ωB97M-V with the def2-TZVPD basis set",
  "homo_energy_ev": -9.156,
  "de_lowest_kcal_mol": 55.4,
  "smiles": "C=P(=S)Cl.O",
  "symbols": ["C", "O", "P", "S", "Cl", "H", "H", "H", "H"],
  "coordinates": [[-1.99, 1.53, 0.08], [2.89, -1.81, 0.20], [-1.06, 0.19, -0.36], [0.58, -0.03, -1.36], [-1.53, -1.27, 0.84], [3.55, -1.21, -0.26], [-2.85, 1.43, 0.58], [-1.67, 2.50, -0.09], [2.08, -1.33, 0.38]]
}

[2]
{
  "formula": "C5H8N2",
  "method": "ωB97M-V with the def2-TZVPD basis set",
  "homo_energy_ev": -8.371,
  "de_lowest_kcal_mol": 143.7,
  "symbols": ["C", "C", "C", "C", "N", "N", "C", "H", "H", "H", "H", "H", "H", "H", "H"],
  "coordinates": [[0.00, 0.58, 1.57], [1.20, -0.41, -0.16], [0.27, -1.29, -0.91], [-0.98, -1.70, -0.28], [-1.98, -2.07, 0.17], [0.53, 0.13, -1.17], [-0.36, 1.18, -1.07], [-0.87, 1.08, 2.01], [0.02, -0.42, 1.99], [0.89, 1.13, 1.88], [2.24, -0.43, 0.15], [0.58, -1.96, -1.71], [-0.43, 0.93, 0.37], [-1.23, 1.08, -1.72], [0.12, 2.15, -1.12]]
}

[3]
{
  "formula": "C3H2N2O2",
  "method": "ωB97M-V with the def2-TZVPD basis set",
  "homo_energy_ev": -11.057,
  "de_lowest_kcal_mol": 110.9,
  "smiles": "C=C(C#N)[N+](=O)[O-]",
  "symbols": ["C", "C", "C", "N", "N", "O", "O", "H", "H"],
  "coordinates": [[-0.73, -1.43, 0.11], [1.38, 0.00, -0.03], [-0.11, -0.15, 0.00], [-1.03, -2.53, -0.06], [-0.92, 1.03, 0.00], [-2.09, 0.86, 0.13], [-0.36, 2.08, -0.06], [1.81, 0.94, -0.11], [2.03, -0.78, 0.03]]
}

[4]
{
  "formula": "C7H10",
  "method": "ωB97M-V with the def2-TZVPD basis set",
  "homo_energy_ev": -8.530,
  "de_lowest_kcal_mol": 61.0,
  "symbols": ["C", "C", "C", "C", "C", "C", "C", "H", "H", "H", "H", "H", "H", "H", "H", "H", "H"],
  "coordinates": [[2.04, -0.06, 0.09], [0.53, 0.05, 0.12], [-0.36, -0.79, 1.05], [-1.49, -0.34, 0.09], [-0.46, -0.50, -1.05], [-1.45, 1.17, 0.07], [-0.13, 1.45, 0.14], [2.47, 0.57, -0.69], [2.50, 0.24, 1.05], [2.33, -1.10, -0.11], [-0.41, -0.54, 2.12], [-0.14, -1.85, 0.91], [-2.42, -0.90, 0.01], [-0.49, 0.14, -1.95], [-0.62, -1.63, -1.34], [-2.25, 1.71, -0.41], [0.37, 2.38, -0.11]]
}

[5]
{
  "formula": "C2H3Cl2P",
  "method": "ωB97M-V with the def2-TZVPD basis set",
  "homo_energy_ev": -9.696,
  "de_lowest_kcal_mol": 14.5,
  "smiles": "C=CP(Cl)Cl",
  "symbols": ["C", "C", "P", "Cl", "Cl", "H", "H", "H"],
  "coordinates": [[-0.03, 0.01, 0.69], [0.84, 0.06, -0.25], [2.35, 1.09, -0.33], [2.35, 2.70, 1.38], [1.99, 2.33, -1.93], [-0.84, -0.64, 0.66], [-0.21, 0.69, 1.50], [0.66, -0.73, -0.99]]
}

[6]
{
  "formula": "C40H47O7PdS4Si",
  "method": "ωB97M-V with the def2-TZVPD basis set",
  "homo_energy_ev": [-9.889, -11.225],
  "total_charge": 1,
  "spin_multiplicity": 5,
  "de_lowest_kcal_mol": 24.1,
  "s2": 6.017,
  "symbols": ["Pd", "O", "S", "C", "C", "C", "C", "S", "O", "C", "C", "C", "C", "C", "C", "C", "C", "C", "C", "C", "C", "H", "H", "H", "H", "H", "H", "H", "H", "H", "H", "H", "H", "H", "H", "H", "H", "H", "H", "C", "C", "O", "H", "H", "H", "H", "H", "H", "O", "S", "O", "O", "S", "C", "C", "C", "O", "C", "H", "H", "H", "H", "H", "H", "H", "H", "C", "C", "C", "C", "C", "C", "Si", "C", "C", "C", "C", "C", "C", "C", "C", "C", "C", "C", "C", "H", "H", "H", "H", "H", "H", "H", "H", "H", "H", "H", "H", "H", "H", "H"],
  "coordinates": [[0.27, -0.14, 0.77], [0.88, -2.27, 0.51], [1.54, -3.35, -0.31], [3.31, -3.25, 0.17], [4.43, -3.38, -0.86], [4.83, -2.07, -1.55], [5.20, -1.00, -0.52], [3.82, 0.16, -0.23], [2.68, -0.34, -1.05], [4.40, 1.66, -0.96], [5.32, 2.43, -0.26], [5.73, 3.64, -0.81], [5.22, 4.05, -2.03], [4.29, 3.28, -2.71], [3.87, 2.07, -2.17], [1.47, -2.97, -2.05], [1.92, -3.96, -2.91], [1.84, -3.76, -4.28], [1.26, -2.60, -4.78], [0.76, -1.64, -3.91], [0.86, -1.82, -2.54], [3.39, -4.03, 0.92], [3.36, -2.29, 0.71], [4.20, -4.14, -1.61], [5.30, -3.77, -0.31], [4.04, -1.71, -2.19], [5.70, -2.26, -2.18], [6.05, -0.39, -0.83], [5.43, -1.43, 0.45], [5.68, 2.12, 0.71], [6.44, 4.25, -0.28], [5.54, 5.00, -2.45], [3.90, 3.61, -3.66], [3.15, 1.45, -2.68], [2.31, -4.89, -2.52], [2.19, -4.53, -4.95], [1.19, -2.46, -5.84], [0.29, -0.75, -4.29], [0.45, -1.08, -1.86], [0.05, 3.52, -1.39], [-0.50, 2.33, -2.14], [-0.05, 1.07, -1.62], [-0.30, 4.44, -1.86], [1.14, 3.53, -1.41], [-0.27, 3.51, -0.35], [-0.22, 2.38, -3.20], [-1.59, 2.29, -2.10], [0.91, 1.14, -1.51], [1.60, 1.71, 0.60], [1.96, 1.80, 2.05], [0.79, 1.90, 2.89], [3.11, 2.57, 2.32], [2.32, -0.29, 2.26], [-3.49, -3.42, -0.92], [-3.01, -4.10, 0.36], [-2.25, -2.97, 1.05], [-1.79, -2.10, 0.01], [-2.28, -2.56, -1.25], [-4.36, -2.80, -0.73], [-3.73, -4.13, -1.71], [-2.34, -4.93, 0.12], [-3.82, -4.49, 0.98], [-1.38, -3.32, 1.62], [-2.90, -2.40, 1.72], [-1.51, -3.15, -1.75], [-2.51, -1.69, -1.86], [-2.12, -0.83, 6.05], [-1.33, -1.44, 5.09], [-1.32, -0.95, 3.79], [-2.09, 0.15, 3.43], [-2.87, 0.77, 4.42], [-2.89, 0.28, 5.72], [-2.17, 0.85, 1.69], [-3.63, 0.22, 0.68], [-3.72, 0.40, -0.70], [-4.89, 0.11, -1.38], [-5.99, -0.38, -0.69], [-5.92, -0.58, 0.67], [-4.75, -0.28, 1.36], [-2.22, 2.72, 1.67], [-2.92, 3.40, 0.66], [-3.01, 4.78, 0.64], [-2.41, 5.52, 1.65], [-1.72, 4.87, 2.66], [-1.62, 3.50, 2.67], [-2.13, -1.21, 7.06], [-0.72, -2.30, 5.35], [-0.70, -1.46, 3.05], [-3.46, 1.64, 4.18], [-3.50, 0.76, 6.46], [-2.86, 0.76, -1.25], [-4.94, 0.25, -2.45], [-6.91, -0.60, -1.23], [-6.77, -0.96, 1.22], [-4.71, -0.44, 2.43], [-3.42, 2.84, -0.12], [-3.57, 5.27, -0.14], [-2.48, 6.60, 1.64], [-1.26, 5.45, 3.45], [-1.08, 3.01, 3.47]]
}